{
  "formula": "C24H33F5O24",
  "method": "the ωB97M-V functional and the def2-TZVPD basis",
  "elements": ["C", "C", "O", "C", "O", "O", "F", "H", "H", "H", "C", "C", "O", "C", "O", "O", "F", "H", "H", "H", "C", "C", "O", "C", "O", "O", "F", "H", "H", "H", "C", "C", "O", "C", "O", "O", "F", "H", "H", "H", "C", "C", "O", "C", "O", "O", "F", "H", "H", "H", "C", "O", "C", "O", "O", "C", "H", "H", "H", "H", "H", "H", "C", "O", "C", "O", "O", "C", "H", "H", "H", "H", "H", "H", "C", "O", "C", "O", "O", "C", "H", "H", "H", "H", "H", "H"],
  "positions_angstrom": [[10.70996, -4.25197, 2.10798], [9.24505, -4.39444, 2.45713], [8.64505, -3.56013, 1.57972], [9.51010, -2.63459, 1.18076], [9.18982, -1.60625, 0.59280], [10.72246, -2.93552, 1.61852], [9.09602, -3.92595, 3.67871], [10.91709, -4.93251, 1.28211], [11.40713, -4.52987, 2.89843], [8.85207, -5.40777, 2.37440], [7.40429, -13.47746, -3.42632], [8.63211, -14.41181, -3.33670], [9.29319, -14.04496, -2.19977], [8.44813, -13.26813, -1.41794], [8.67116, -12.84947, -0.31969], [7.27543, -13.10702, -2.06024], [9.41529, -14.30736, -4.39662], [6.57146, -14.06179, -3.81754], [7.52612, -12.61707, -4.08435], [8.31207, -15.43566, -3.14332], [9.15122, -7.12996, -6.10461], [8.42186, -6.16135, -5.20771], [9.51439, -5.20750, -4.95623], [10.66013, -5.88768, -4.97739], [11.83262, -5.40764, -4.75203], [10.39583, -7.11517, -5.46722], [8.05107, -6.81323, -4.12694], [9.14496, -6.69494, -7.10402], [8.62216, -8.06926, -5.94361], [7.47766, -5.76498, -5.58118], [7.61862, -10.25574, 1.41817], [6.91144, -10.20401, 0.05052], [6.29725, -8.95846, 0.08134], [6.86083, -8.24126, 1.00533], [6.67929, -7.11590, 1.27166], [7.72662, -8.90901, 1.68234], [5.96890, -11.24088, -0.01720], [8.64693, -10.61694, 1.43215], [6.96121, -10.64340, 2.19639], [7.67879, -10.35858, -0.70801], [13.42692, -5.82779, -0.37618], [14.05489, -7.07968, 0.26971], [13.76581, -6.90357, 1.59386], [13.72408, -5.60446, 1.82606], [13.70198, -5.09777, 2.94906], [13.72199, -4.95101, 0.69586], [15.37210, -6.88879, 0.08972], [12.37307, -6.02797, -0.56968], [13.78376, -5.54817, -1.36742], [13.63716, -8.00828, -0.11926], [8.89406, -6.20759, -1.51028], [8.90406, -7.64104, -1.53934], [10.12245, -8.27615, -1.74592], [11.27306, -7.84470, -1.80879], [9.92028, -9.60725, -1.63952], [10.84055, -10.70710, -1.84382], [7.92793, -5.97905, -1.96023], [9.57828, -5.99153, -2.33081], [9.16589, -5.63160, -0.62572], [11.19860, -10.99791, -0.85623], [11.56558, -10.38079, -2.58943], [10.38959, -11.57566, -2.32376], [12.89344, -14.20598, -0.34845], [12.72212, -15.48299, 0.15851], [13.16118, -16.55327, -0.62339], [13.94543, -16.43838, -1.57365], [12.34266, -17.64816, -0.35496], [12.21069, -18.72769, -1.28202], [12.53400, -14.05131, -1.36580], [13.94390, -13.93134, -0.25256], [12.30724, -13.47094, 0.20308], [11.19848, -18.36645, -1.46375], [12.30571, -19.72025, -0.84169], [12.59760, -18.60656, -2.29382], [5.36608, -8.77259, -4.64199], [4.96600, -7.45334, -5.00025], [5.03457, -6.43017, -4.13393], [5.51450, -6.42236, -3.00928], [4.40653, -5.35625, -4.70984], [4.72281, -4.00669, -4.41442], [5.38998, -8.95961, -3.56843], [6.43060, -8.82845, -4.86955], [4.75617, -9.50413, -5.17203], [5.06550, -3.90084, -3.38513], [3.88686, -3.34227, -4.63312], [5.50100, -3.63038, -5.07843]],
  "atomic_forces_ev_per_a": [[-0.770, -2.752, -0.581], [2.538, -2.582, 1.487], [-2.246, 3.057, -3.211], [1.846, -4.265, 3.781], [-0.404, 1.584, -1.192], [-0.159, 3.065, -1.612], [-0.897, 0.626, 1.656], [0.245, 0.096, -0.254], [0.206, 1.007, 0.185], [-0.377, 0.077, -0.201], [0.567, -1.036, -0.234], [-1.989, -0.437, -0.172], [0.492, 1.754, 2.138], [0.011, -0.355, 0.386], [0.270, -0.380, -1.132], [-0.322, 0.524, -0.056], [0.859, -0.014, -0.942], [-0.299, 0.212, 0.550], [0.367, 0.125, 0.201], [0.082, -0.338, -0.727], [-1.616, 0.824, 0.841], [0.660, 0.756, -1.898], [-2.007, 0.340, 0.937], [5.476, 1.794, -0.411], [-6.156, -2.546, -0.585], [2.060, -0.735, -0.081], [0.031, -0.703, 2.305], [0.395, -0.623, -0.263], [0.576, -0.265, -0.704], [0.645, 1.067, -0.442], [-0.071, -0.864, -0.213], [0.435, -2.888, 1.203], [-1.322, -0.959, -2.241], [0.273, 1.046, 0.827], [-1.075, 3.151, -0.325], [2.205, 0.308, 1.900], [0.731, 1.512, -0.205], [-0.475, -0.745, -0.172], [0.184, -0.795, -0.171], [-0.669, 0.386, -0.683], [-0.253, -1.901, -0.242], [-1.081, 0.852, -2.711], [-0.212, -1.512, 1.288], [0.352, 1.614, 3.882], [-0.309, -1.092, -2.685], [-0.919, 2.543, -1.151], [1.287, -1.046, -0.006], [-0.447, 0.404, 0.622], [0.790, 0.275, 0.541], [0.590, -0.206, 0.241], [0.363, -0.225, -2.861], [1.971, -1.498, 0.718], [1.826, -1.185, 1.510], [-2.485, 0.673, -0.315], [-2.491, 0.111, -0.312], [0.564, 1.203, -0.525], [-0.190, 0.320, 0.855], [0.341, 0.910, 0.363], [-0.152, -0.793, 0.405], [0.425, 0.082, -0.312], [0.625, 0.028, 0.608], [-0.825, 0.357, 0.282], [0.850, 1.542, -0.509], [-0.321, -3.124, -0.123], [-0.673, 0.544, -2.501], [-1.849, -0.540, 2.818], [3.338, 2.651, 1.357], [-2.033, 1.335, -1.039], [0.291, -0.593, -0.314], [0.019, 0.226, -0.349], [-0.065, -0.503, 0.661], [-0.965, -2.034, -0.588], [0.143, 0.426, 0.056], [1.227, 0.075, 0.523], [1.200, 0.175, 0.860], [-0.665, 0.860, 0.125], [-0.093, 1.078, 1.396], [-0.470, -0.264, -1.832], [0.138, -1.422, -0.687], [0.727, 0.351, 0.480], [-0.720, 0.255, 0.127], [-0.019, -0.431, -0.569], [0.115, 0.342, -0.022], [-0.195, 0.035, 0.035], [-0.375, -0.584, 0.296], [0.324, -0.341, -0.086]],
  "lowdin_spin": [0.01, 0.01, 0.04, 0.07, 0.79, 0.05, 0.00, 0.00, 0.01, 0.01, 0.00, 0.00, 0.00, 0.00, 0.00, 0.00, 0.00, 0.00, 0.00, 0.00, 0.00, 0.00, 0.00, 0.00, 0.00, 0.00, 0.00, 0.00, 0.00, 0.00, 0.00, 0.00, 0.00, 0.00, 0.00, 0.00, 0.00, 0.00, 0.00, 0.00, 0.00, 0.00, 0.00, 0.00, 0.00, 0.00, 0.00, 0.00, 0.00, 0.00, 0.00, 0.00, 0.00, 0.00, 0.00, 0.00, 0.00, 0.00, 0.00, 0.00, 0.00, 0.00, 0.00, 0.00, 0.00, 0.00, 0.00, 0.00, 0.00, 0.00, 0.00, 0.00, 0.00, 0.00, 0.00, 0.00, 0.00, 0.00, 0.00, 0.00, 0.00, 0.00, 0.00, 0.00, 0.00, 0.00],
  "spin_multiplicity": 2,
  "charge": 1,
  "e_above_lowest_kj_mol": 168.99,
  "fmax_ev_per_a": 6.69,
  "e_tot_ev": -88135.7612,
  "orbital_gap_ev": [7.9, 1.6]
}

{
  "formula": "C2H7N2S3",
  "method": "the ωB97M-V functional and the def2-TZVPD basis",
  "elements": ["C", "C", "N", "N", "S", "S", "S", "H", "H", "H", "H", "H", "H", "H"],
  "positions_angstrom": [[0.29668, -0.37445, -0.19732], [-1.46060, -1.73462, 0.66485], [-0.77316, -0.44387, 0.55728], [0.93749, 0.74261, -0.37985], [3.68013, 2.69878, -1.72645], [-0.99586, 0.83635, 1.86728], [2.61649, 1.06200, -1.55534], [-1.38034, -2.11185, 1.79627], [-2.55112, -1.47275, 0.40959], [-1.00538, -2.50540, -0.06690], [0.68890, 1.49291, 0.24849], [0.51909, -1.39426, -0.69162], [-2.12802, 1.54197, 1.35596], [1.55569, 1.66258, -2.28225]],
  "atomic_forces_ev_per_a": [[0.549, -0.511, -0.885], [-1.373, -0.683, 1.574], [-0.412, 0.622, 1.929], [1.404, -0.442, -0.159], [-0.365, -1.179, 0.923], [-1.216, -0.781, -1.854], [-1.467, 2.137, -1.673], [-0.291, 0.626, -2.654], [1.534, -1.094, 0.426], [-0.884, 1.346, 1.260], [-0.208, 0.295, 0.086], [0.161, 2.113, 0.357], [1.391, -1.068, 0.326], [1.177, -1.381, 0.344]],
  "lowdin_charge": [-0.30, -0.10, -0.46, -0.17, 0.24, 0.85, 0.48, 0.13, 0.11, 0.11, 0.03, 0.18, -0.06, -0.03],
  "charge": 1,
  "e_above_lowest_kj_mol": 223.72,
  "fmax_ev_per_a": 3.08,
  "e_tot_ev": -37663.3286,
  "orbital_gap_ev": 7.5
}